{
  "formula": "C9H11Cl2NO",
  "method": "ωB97M-V with the def2-TZVPD basis set",
  "smiles": "CNCCOc1cc(Cl)ccc1Cl",
  "total_charge": 0,
  "e_homo_ev": -8.7651,
  "species": ["Cl", "Cl", "O", "N", "C", "C", "C", "C", "C", "C", "C", "C", "C", "H", "H", "H", "H", "H", "H", "H", "H", "H", "H", "H"],
  "coordinates": [[1.21250, 4.41686, -1.50938], [2.74167, -1.15039, 0.92934], [0.05643, -0.20619, 0.28084], [-1.77882, -2.08710, -0.15381], [0.77092, 1.95881, -0.48840], [-2.10235, -0.97287, 0.63820], [3.05677, 2.49210, -0.78649], [1.69709, 2.85517, -0.88347], [-2.46615, -3.26114, 0.36865], [3.34782, 1.29000, -0.12702], [2.36386, 0.37619, 0.30376], [-1.30651, 0.20737, 0.12087], [1.03799, 0.70075, 0.04428], [-3.55579, -3.18187, 0.08858], [-2.05153, -4.07710, -0.22883], [-1.48211, 0.49016, -0.95579], [-0.24533, 2.38375, -0.65787], [4.41974, 0.96022, -0.26364], [-0.74396, -2.26121, -0.06908], [-2.28388, -3.39930, 1.47212], [-1.46475, 1.14138, 0.71974], [3.81629, 3.11853, -1.17203], [-3.20742, -0.70081, 0.60048], [-1.83249, -1.09331, 1.72893]]
}